1.
The following is a DFT calculation (ωB97M-V/def2-TZVPD) of a molecular structure, C9H22LiNO3 at a distorted geometry.

```
36
Properties=species:S:1:pos:R:3
Li -0.01 -0.44 0.12
C 1.82 0.76 3.80
C 1.16 0.85 2.42
C 2.12 1.53 1.42
O 0.75 -0.40 1.99
H 2.07 1.78 4.14
H 2.71 0.13 3.77
H 1.16 0.35 4.57
H 0.24 1.47 2.50
H 2.78 2.25 1.91
H 1.55 2.02 0.61
H 2.71 0.75 0.93
C -1.52 -3.41 0.35
O -0.97 -2.29 -0.32
C -0.84 -2.54 -1.71
C -0.48 -1.26 -2.49
N 0.58 -0.51 -1.78
C 0.64 0.90 -2.18
C -0.56 1.72 -1.66
O -1.02 1.18 -0.45
C -1.94 2.00 0.25
H -1.64 -3.08 1.38
H -0.91 -4.32 0.37
H -2.50 -3.65 -0.08
H -1.81 -2.92 -2.07
H -0.04 -3.26 -1.90
H -1.37 -0.65 -2.64
H -0.16 -1.55 -3.50
H 1.42 -0.98 -2.11
H 0.66 1.02 -3.27
H 1.52 1.35 -1.73
H -1.37 1.76 -2.40
H -0.23 2.75 -1.51
H -2.14 1.53 1.20
H -2.87 2.17 -0.30
H -1.51 3.00 0.36
```

Calculated values
* relative energy (zero: lowest compared OMol25 entry of this formula, charge and spin): 31.4 kJ/mol
* LUMO level: 0.26 eV
* gap between HOMO and LUMO: 6.65 eV
* highest occupied orbital energy: -6.39 eV
* total charge: 0

***

2.
The following is a DFT calculation (ωB97M-V/def2-TZVPD) of C9H22N2 in the gas phase at a distorted geometry.

```
33
Properties=species:S:1:pos:R:3
N -0.72 2.59 -1.49
N 1.03 0.07 2.65
C -2.11 -0.25 2.10
C 1.88 -0.43 -0.54
C 0.06 -1.85 -1.46
C 0.48 2.02 -2.15
C 0.21 -1.14 2.30
C 0.27 0.49 -2.32
C -0.64 0.06 0.08
C -0.94 -0.87 1.31
C 0.38 -0.42 -1.00
H -0.83 3.56 -1.74
H -0.62 2.55 -0.48
H 0.43 0.80 3.04
H 1.81 -0.15 3.28
H -2.89 0.08 1.41
H -2.54 -0.92 2.81
H -1.83 0.62 2.68
H 2.54 -0.57 -1.37
H 2.13 0.53 -0.08
H 2.09 -1.23 0.14
H 0.32 -2.62 -0.66
H -1.01 -1.94 -1.66
H 0.60 -2.04 -2.39
H 0.54 2.46 -3.17
H 1.44 2.21 -1.61
H -0.13 -1.55 3.25
H 0.89 -1.90 1.85
H 1.00 0.12 -3.06
H -0.72 0.27 -2.74
H -0.29 1.01 0.53
H -1.59 0.26 -0.40
H -1.25 -1.84 0.90
```

Calculated values
* relative energy (zero: lowest compared OMol25 entry of this formula, charge and spin): 0.0 kJ/mol
* LUMO level: 0.94 eV
* gap between HOMO and LUMO: 9.95 eV
* highest occupied orbital energy: -9.01 eV
* total charge: 0
* SMILES: C[C@H](CN)CC(C)(C)CCN

***

3.
The following is a DFT calculation (ωB97M-V/def2-TZVPD) of 2 unconnected molecules or ions with the total composition C9H22N2S at a distorted geometry.

```
34
Properties=species:S:1:pos:R:3
C 2.75 1.05 1.31
C 4.68 -0.09 0.21
C 3.22 1.46 -1.11
C -4.43 0.95 0.13
C -2.85 -0.29 -1.38
C -3.46 -1.25 0.86
C 0.78 -2.60 -0.43
C 3.25 0.42 0.01
C -3.20 0.04 0.08
N 2.46 -0.69 -0.45
N -2.12 0.75 0.77
S 1.43 -1.40 0.48
H 2.79 0.33 2.13
H 3.37 1.91 1.58
H 1.72 1.39 1.20
H 4.71 -0.85 0.98
H 5.34 0.73 0.49
H 5.05 -0.53 -0.72
H 3.53 1.00 -2.05
H 2.21 1.85 -1.23
H 3.89 2.29 -0.88
H -4.23 1.89 -0.38
H -5.28 0.47 -0.34
H -4.68 1.17 1.17
H -3.63 -0.92 -1.82
H -1.91 -0.84 -1.42
H -2.76 0.61 -1.97
H -2.63 -1.94 0.73
H -3.56 -1.03 1.91
H -4.37 -1.73 0.50
H 1.10 -2.77 -1.43
H 0.04 -3.21 0.03
H -1.92 1.62 0.29
H -1.27 0.19 0.76
```

Calculated values
* relative energy (zero: lowest compared OMol25 entry of this formula, charge and spin): 0.0 kJ/mol
* LUMO level: 0.01 eV
* gap between HOMO and LUMO: 8.22 eV
* highest occupied orbital energy: -8.21 eV
* total charge: 0

***

4.
The following is a DFT calculation (ωB97M-V/def2-TZVPD) of 2 unconnected molecules or ions with the total composition C9H22N2Si at a distorted geometry.

```
34
Properties=species:S:1:pos:R:3
C -0.04 1.11 -1.86
C 0.74 1.09 -0.84
C -1.13 0.09 -2.29
C -0.11 2.30 -2.82
C 1.69 2.12 1.17
C -2.15 -0.18 1.30
C -1.43 -2.19 2.34
C 1.70 2.17 -0.38
C -1.35 -1.46 1.02
N 1.61 -1.08 2.09
N 1.08 -2.66 -0.26
Si 0.60 -1.23 0.61
H -2.20 0.49 -2.11
H -0.94 -0.65 -1.63
H -1.06 -0.14 -3.37
H -1.15 2.40 -3.18
H 0.18 3.17 -2.19
H 0.52 2.26 -3.65
H 1.69 3.17 1.62
H 0.77 1.62 1.52
H 2.55 1.61 1.52
H -1.59 0.51 2.05
H -2.19 0.36 0.34
H -3.28 -0.35 1.53
H -0.90 -3.13 2.37
H -2.43 -2.49 2.61
H -1.05 -1.69 3.18
H 1.25 3.11 -0.73
H 2.69 2.16 -0.83
H -1.89 -1.98 0.30
H 1.20 -0.49 2.74
H 2.49 -0.57 1.89
H 1.26 -2.60 -1.19
H 1.52 -3.40 0.29
```

Calculated values
* relative energy (zero: lowest compared OMol25 entry of this formula, charge and spin): 288.5 kJ/mol
* LUMO level: 0.78 eV
* gap between HOMO and LUMO: 8.55 eV
* highest occupied orbital energy: -7.77 eV
* total charge: 0

***

5.
The following is a DFT calculation (ωB97M-V/def2-TZVPD) of 2 unconnected molecules or ions with the total composition C9H22N3 at a distorted geometry.

```
34
Properties=species:S:1:pos:R:3
C -2.55 -1.42 0.19
C -1.69 -2.63 0.26
C 4.06 1.42 0.99
C 4.99 -0.61 -0.33
C -4.31 0.98 0.84
C -3.70 0.91 -1.51
C 1.46 -0.36 -0.59
C 3.73 0.12 0.28
C -3.08 0.89 -0.07
N 2.70 0.05 -0.75
N -2.13 -0.20 0.31
N -0.96 0.13 0.77
H -3.62 -1.62 -0.21
H -1.05 -2.59 1.26
H -1.10 -2.57 -0.54
H -2.39 -3.45 0.26
H 4.82 1.33 1.72
H 4.22 2.20 0.28
H 3.17 1.77 1.72
H 4.74 -1.21 -1.14
H 5.57 -1.14 0.41
H 5.66 0.00 -0.86
H -4.13 1.03 1.94
H -4.92 1.95 0.61
H -4.85 0.06 0.81
H -3.05 0.35 -2.16
H -3.67 2.04 -1.89
H -4.67 0.51 -1.36
H 0.94 -0.53 0.33
H 0.78 -0.51 -1.38
H 3.08 0.33 -1.68
H 3.49 -0.65 0.97
H -2.38 1.67 -0.10
H -1.07 1.10 1.04
```

Calculated values
* relative energy (zero: lowest compared OMol25 entry of this formula, charge and spin): 324.2 kJ/mol
* LUMO level: -4.29 eV
* gap between HOMO and LUMO: 6.50 eV
* highest occupied orbital energy: -10.79 eV
* total charge: +1

***

6.
The following is a DFT calculation (ωB97M-V/def2-TZVPD) of 2 unconnected molecules or ions with the total composition C9H22N5O2 at a distorted geometry.

```
38
Properties=species:S:1:pos:R:3
C 0.36 3.24 -0.45
C 0.01 1.79 0.30
C 1.35 1.39 1.21
N 2.15 0.24 0.63
N 3.37 0.82 0.26
N 4.28 1.12 1.26
C 5.43 1.76 0.52
N 5.07 1.78 -0.98
C 3.71 1.16 -1.19
N 2.94 0.94 -2.31
H 1.49 3.32 -0.78
H -0.31 3.34 -1.43
H 0.16 4.15 0.29
H -0.27 0.95 -0.46
H -0.85 2.01 1.09
H 1.98 2.40 1.29
H 1.08 1.09 2.32
H 1.69 -0.18 -0.21
H 4.11 0.93 2.28
H 6.38 2.16 1.07
H 3.43 0.72 -3.22
H 1.90 1.06 -2.37
C -4.28 -3.26 -1.13
O -3.70 -3.61 0.13
C -2.28 -3.45 0.13
C -1.87 -2.14 0.80
O -2.31 -1.01 0.06
C -3.50 -0.43 0.59
H -5.36 -3.13 -0.99
H -3.87 -2.33 -1.53
H -4.12 -4.07 -1.84
H -1.88 -3.52 -0.89
H -1.87 -4.29 0.71
H -0.77 -2.09 0.84
H -2.23 -2.09 1.84
H -3.25 0.16 1.48
H -4.24 -1.19 0.86
H -3.94 0.22 -0.16
```

Calculated values
* relative energy (zero: lowest compared OMol25 entry of this formula, charge and spin): 767.0 kJ/mol
* LUMO level: -4.13 eV
* gap between HOMO and LUMO: 7.22 eV
* highest occupied orbital energy: -11.35 eV
* total charge: +1

***

7.
The following is a DFT calculation (ωB97M-V/def2-TZVPD) of 2 unconnected molecules or ions with the total composition C9H22NOPS at a distorted geometry.

```
35
Properties=species:S:1:pos:R:3
C 2.71 0.97 1.66
C 3.69 -0.86 0.27
C 3.56 1.46 -0.62
C -3.66 1.50 -0.67
C -4.01 -0.83 -0.58
C -3.43 0.54 1.52
C 0.07 -2.70 -0.89
C 2.89 0.42 0.24
C -3.66 0.45 0.06
N 1.58 0.16 -0.46
O -0.73 0.52 -1.24
P 0.06 0.30 0.20
S -0.44 -1.74 0.60
H 2.22 1.98 1.64
H 2.12 0.25 2.28
H 3.78 1.16 2.02
H 3.13 -1.77 0.64
H 4.52 -0.72 0.91
H 4.06 -0.79 -0.73
H 3.65 1.03 -1.53
H 2.85 2.34 -0.71
H 4.49 1.74 -0.23
H -3.55 2.57 -0.35
H -1.67 0.54 -1.13
H -3.78 1.28 -1.74
H -3.83 -0.71 -1.63
H -5.09 -0.92 -0.58
H -3.52 -1.64 -0.07
H -3.59 -0.46 1.92
H -2.46 0.78 1.77
H -4.08 1.27 2.05
H -0.39 -2.29 -1.68
H -0.21 -3.60 -0.50
H 1.09 -2.48 -1.03
H 1.62 0.25 -1.40
```

Calculated values
* relative energy (zero: lowest compared OMol25 entry of this formula, charge and spin): 105.4 kJ/mol
* LUMO level: 0.80 eV
* gap between HOMO and LUMO: 8.85 eV
* highest occupied orbital energy: -8.06 eV
* total charge: 0
* SMILES: CSP(O)NC(C)(C)C.C=C(C)C